Computed, not measured: C41H58AsIrN4O2SSeSi as an isolated structure at a distorted geometry, with ωB97M-V with the def2-TZVPD basis set.

Structure (ORCA input):
```
! RIJCOSX wB97M-V def2-TZVPD def2/J DEFGRID3
* xyz 3 6
Ir -0.0441 0.4006 0.2052
Se 0.6226 0.4673 2.5770
As -1.3534 3.4334 -0.5655
S 1.6076 -0.7243 -1.1267
Si -3.0739 -1.1182 -0.9272
O -0.3758 2.5245 0.4959
O -1.8832 -0.1105 -0.5407
N 3.2570 -1.3228 0.9028
N 4.1562 -1.4426 -1.2045
N 2.3777 2.7979 2.4157
N 0.8586 2.9026 3.9928
C -2.0991 -3.7856 -1.0715
C -2.5600 -2.6923 -1.8139
C -4.0701 -1.7132 0.5941
C 1.6812 5.0149 5.1264
C -1.2088 2.7574 -2.3540
C -2.4359 -4.0156 -3.8236
C -3.1567 3.3371 0.0779
C -5.9110 -3.0367 1.5045
C -1.4724 5.0931 3.2115
C 4.4554 -1.8056 1.6002
C -5.0363 -2.7780 0.4798
C -2.0264 -5.1121 -3.0753
C 3.5893 3.1387 0.2087
C -0.6976 5.2383 -0.5024
C -1.6429 2.7382 4.2324
C 3.0123 3.7642 -2.1718
C -6.6506 0.6088 -3.3919
C -3.9732 -0.9902 1.8099
C 3.1328 -1.1980 -0.4097
C -2.1598 4.1791 4.2264
C 2.5079 3.1538 -0.8664
C -5.4986 -1.2637 -2.4245
C 4.1878 -1.4015 -2.6772
C -4.4788 -0.4138 -1.9731
C 2.6932 5.9454 5.0525
C 1.6827 4.0070 4.1649
C 2.6547 3.9372 3.1719
C -0.2651 2.5305 4.8647
C 1.3059 2.1902 2.9510
C -5.6368 1.4592 -2.9652
C 3.6850 5.8715 4.0598
C -4.5543 0.9514 -2.2615
C -4.8393 -1.2632 2.8304
C 3.2943 2.2445 1.4130
C 5.5352 -0.7369 1.7547
C -1.8383 -4.9957 -1.7055
C -2.6956 -2.8007 -3.1982
C -5.8297 -2.2834 2.6777
C 5.2900 -0.4760 -3.1689
C -6.5728 -0.7541 -3.1414
C 3.6892 4.8722 3.1112
H -2.0728 4.6083 5.2279
H 3.7907 4.1606 0.5276
H -7.5025 1.0105 -3.9245
H -0.0622 5.4270 -1.3659
H -0.2093 2.9875 -2.7225
H -1.3592 1.6789 -2.3419
H 1.6457 3.7156 -0.5031
H 0.9277 5.0757 5.8998
H 2.8671 1.3058 1.0616
H -0.1717 3.1119 5.7794
H -6.6536 -3.8152 1.3967
H -1.9550 -3.7082 0.0028
H 3.8979 3.2372 -2.5296
H 2.2514 3.7027 -2.9513
H 4.8476 -2.6727 1.0640
H 2.4313 -1.1395 1.4511
H -1.4577 4.6201 2.2256
H -1.9480 3.2271 -3.0021
H -0.1190 5.3593 0.4114
H -5.6950 2.5192 -3.1798
H 4.1319 -2.1520 2.5785
H 4.3578 -2.4145 -3.0411
H 5.0242 -1.7259 -0.7705
H 4.4768 4.8199 2.3750
H 5.1442 0.5373 -2.7914
H 2.7379 6.7456 5.7783
H 2.1766 2.1260 -1.0551
H 6.4700 -1.2044 2.0611
H -3.4138 2.2914 0.2354
H -5.4604 -2.3282 -2.2369
H -3.8354 3.7819 -0.6490
H -0.1385 1.4810 5.1268
H -3.2290 3.8760 1.0211
H 5.2625 -0.0138 2.5227
H -3.2244 -0.2172 1.9331
H -4.7789 -0.7012 3.7534
H -2.5643 -4.0981 -4.8951
H -5.0835 -3.3898 -0.4105
H -2.0046 6.0412 3.1387
H -1.6200 2.3617 3.2035
H -3.2264 4.1451 3.9946
H 3.2191 -1.0656 -3.0321
H 3.2747 4.8150 -2.0420
H 6.2731 -0.8343 -2.8606
H 4.4745 6.6102 4.0441
H 4.2311 2.0264 1.9289
H 5.2701 -0.4438 -4.2570
H 5.7146 -0.2041 0.8188
H -3.7644 1.6162 -1.9379
H -2.3413 2.1238 4.8040
H -1.5245 5.9469 -0.5052
H -6.5152 -2.4897 3.4906
H -0.4432 5.3203 3.4889
H 4.5155 2.7593 -0.2314
H -1.5030 -5.8425 -1.1201
H -1.8511 -6.0617 -3.5636
H -7.3506 -1.4194 -3.4917
H -3.0078 -1.9558 -3.8006
*
```

Values from the calculation:
Max |F|   2.216 eV/A
Lowest unoccupied orbital energy (alpha / beta)   -0.257 / -0.403 hartree
HOMO (alpha / beta)   -15.20 / -15.26 eV
<S²>   8.78
Relative energy (zero: lowest compared OMol25 entry of this formula, charge and spin)   50.7 kJ/mol
Kohn-Sham gap (alpha / beta)   8.20 / 4.29 eV

These are the Löwdin partial charges, in e, on atoms 1 to 99:
1 Ir 0.960
2 Se 0.805
3 As 1.055
4 S 0.644
5 Si 0.482
6 O -0.694
7 O -0.508
8 N 0.005
9 N 0.045
10 N 0.024
11 N 0.005
12 C -0.104
13 C -0.255
14 C -0.095
15 C 0.009
16 C -0.176
17 C -0.053
18 C -0.170
19 C -0.010
20 C -0.085
21 C -0.188
22 C 0.003
23 C -0.056
24 C -0.160
25 C -0.171
26 C -0.187
27 C -0.080
28 C -0.043
29 C -0.046
30 C -0.700
31 C -0.227
32 C -0.275
33 C -0.082
34 C -0.221
35 C -0.218
36 C -0.031
37 C -0.149
38 C -0.120
39 C -0.123
40 C -0.555
41 C -0.057
42 C -0.033
43 C -0.092
44 C 0.005
45 C -0.121
46 C -0.063
47 C -0.067
48 C -0.089
49 C 0.059
50 C -0.059
51 C -0.042
52 C 0.017
53 H 0.118
54 H 0.106
55 H 0.120
56 H 0.050
57 H 0.040
58 H 0.019
59 H 0.069
60 H 0.124
61 H 0.059
62 H 0.132
63 H 0.134
64 H 0.103
65 H 0.075
66 H 0.067
67 H 0.126
68 H 0.030
69 H 0.026
70 H 0.063
71 H 0.040
72 H 0.112
73 H 0.131
74 H 0.133
75 H 0.142
76 H 0.115
77 H 0.070
78 H 0.125
79 H 0.052
80 H 0.093
81 H 0.029
82 H 0.098
83 H 0.060
84 H 0.105
85 H 0.038
86 H 0.070
87 H 0.099
88 H 0.126
89 H 0.116
90 H 0.119
91 H 0.091
92 H 0.078
93 H 0.110
94 H 0.068
95 H 0.088
96 H 0.086
97 H 0.124
98 H 0.128
99 H 0.091